Here is a single C3H4N2S molecule from OMol25. Energies are from the ωB97M-V functional and the def2-TZVPD basis.

Geometry (Å):
S  -2.42294  -0.70895  -0.10014
N  -0.16172  0.72301  0.12173
N  3.14161  -0.31318  -0.19301
C  -1.52002  0.66525  -0.05875
C  0.37946  -0.57015  0.13585
C  2.01609  -0.58258  -0.09423
H  -0.29657  -1.47814  -0.43549
H  0.40672  1.60882  -0.12071
H  -1.93436  1.65104  -0.41659
H  0.39174  -0.99511  1.16134

Calculated values
Structure (SMILES) ... N#CCNC=S
Gap between HOMO and LUMO ... 9.254 eV
Highest occupied orbital energy ... -9.100 eV